(1)
{
  "formula": "C3H12O4",
  "method": "ωB97M-V with the def2-TZVPD basis set",
  "orbital_gap_ev": 10.6,
  "de_lowest_kcal_mol": 31.5,
  "homo_ev": -9.9,
  "largest_force_ha_per_bohr": 0.0608,
  "smiles": "C=CCO.O.O.O",
  "lumo_ev": 0.752,
  "energy_ha": -422.41125,
  "elements": ["C", "C", "C", "O", "H", "H", "H", "H", "H", "H", "O", "H", "H", "O", "H", "H", "O", "H", "H"],
  "positions_angstrom": [[2.43918, -1.66851, 0.91597], [2.48373, -0.41038, 0.40652], [1.36232, 0.47770, 0.85739], [0.07297, -0.08467, 0.65067], [3.14474, -2.41621, 0.61707], [1.91155, -1.87179, 1.83804], [3.26613, -0.08955, -0.27909], [1.47054, 1.34186, 0.20646], [1.56864, 0.82534, 1.90083], [-0.06410, -0.76257, -0.02633], [-1.78213, 1.70937, 0.80719], [-2.44665, 1.08370, 1.13421], [-0.97058, 1.00213, 0.72871], [-2.86552, 1.21840, -1.54767], [-2.58141, 1.45136, -0.63001], [-2.44782, 1.83914, -2.17013], [-1.21572, -1.28681, -1.51510], [-1.47669, -1.78784, -2.30774], [-1.86919, -0.57068, -1.58700]],
  "atomic_forces_ev_per_a": [[1.4, 1.7, -0.3], [-0.6, -2.7, 1.4], [1.3, 0.9, -1.1], [-0.2, 0.3, 1.5], [0.3, -0.3, -0.2], [-0.7, -0.2, -0.4], [-0.5, 0.0, -0.2], [-0.4, 0.6, 0.2], [-0.9, -0.5, -0.6], [0.6, 0.0, -0.4], [1.3, -2.0, 0.1], [-0.1, 0.4, 0.4], [-1.7, 1.7, 0.1], [0.0, -0.3, -0.6], [0.4, 0.5, -0.6], [-0.2, -0.3, 0.7], [-0.6, -0.2, -0.8], [0.6, -0.2, 0.5], [0.0, 0.6, 0.4]]
}

(2)
{
  "formula": "C3H12OSi2",
  "method": "ωB97M-V with the def2-TZVPD basis set",
  "orbital_gap_ev": 7.9,
  "de_lowest_kcal_mol": 86.0,
  "homo_ev": -7.6,
  "largest_force_ha_per_bohr": 0.1064,
  "lumo_ev": 0.289,
  "energy_ha": -775.61959,
  "elements": ["C", "C", "C", "O", "Si", "Si", "H", "H", "H", "H", "H", "H", "H", "H", "H", "H", "H", "H"],
  "positions_angstrom": [[-1.42100, 0.94038, -1.28048], [-0.51154, -1.90577, 1.23062], [-2.09213, -0.15822, -0.50776], [1.29730, 0.98191, 1.00583], [2.73268, 0.90387, 0.18770], [-1.25107, -0.13301, 1.26749], [-1.80802, 1.18656, -2.34665], [-1.26000, 1.90137, -0.89126], [-0.28113, 0.58954, -1.55544], [-0.25162, -2.29309, 0.09751], [0.19843, -2.10445, 1.92411], [-1.27787, -2.57218, 1.53867], [-2.13201, -1.17191, -0.80511], [-3.18389, -0.00833, -0.17976], [1.36981, 1.13246, 2.00309], [3.10599, -0.44234, -0.34275], [2.82412, 1.98833, -0.93490], [3.67600, 1.26944, 1.43858]],
  "atomic_forces_ev_per_a": [[2.5, -1.7, -4.6], [-1.2, 0.5, -4.8], [-1.5, 1.1, 3.2], [-0.7, 0.0, 1.7], [1.6, 1.3, 1.1], [0.0, -0.4, -0.2], [0.2, -0.7, 1.6], [-0.2, 1.1, 1.4], [-2.5, 0.7, 0.7], [-0.2, 1.0, 2.9], [2.8, -0.4, 1.8], [-1.4, -0.7, 0.2], [0.7, -0.8, -1.3], [1.2, 0.6, -0.8], [-0.2, -0.3, -2.3], [-0.3, 0.3, 0.1], [-0.2, -1.0, 1.0], [-0.5, -0.4, -1.7]]
}

(3)
{
  "formula": "C3H13AlN6O4",
  "method": "ωB97M-V with the def2-TZVPD basis set",
  "orbital_gap_ev": 4.0,
  "de_lowest_kcal_mol": 56.6,
  "homo_ev": -16.5,
  "largest_force_ha_per_bohr": 0.1209,
  "lumo_ev": -12.530,
  "energy_ha": -993.28519,
  "charge": 2,
  "elements": ["Al", "O", "H", "C", "O", "N", "N", "H", "H", "H", "H", "C", "O", "N", "N", "H", "H", "H", "H", "C", "O", "N", "N", "H", "H", "H", "H"],
  "positions_angstrom": [[-5.96200, 22.28717, 2.75555], [-8.48433, 21.01320, 2.07036], [-8.16949, 20.08969, 2.02016], [-3.16242, 20.69088, 0.45510], [-3.53372, 21.50499, 1.33064], [-2.05211, 20.88998, -0.14306], [-3.77678, 19.67605, -0.08142], [-1.63774, 21.73877, 0.21463], [-1.88100, 20.38332, -0.99987], [-4.62960, 19.60906, 0.45553], [-3.20410, 18.96240, -0.50899], [-3.52859, 19.55791, 4.22481], [-3.88627, 20.72393, 4.12142], [-3.83181, 18.50744, 3.53781], [-2.86367, 19.26847, 5.31890], [-3.20381, 17.76055, 3.79831], [-4.20311, 18.50371, 2.59854], [-2.71827, 18.27961, 5.46421], [-2.37662, 19.96724, 5.86167], [-5.81626, 24.78911, 5.78158], [-5.47288, 23.88388, 5.05715], [-5.08000, 25.67859, 6.35092], [-7.05937, 25.12602, 5.71216], [-4.15808, 25.35265, 6.60374], [-5.51225, 26.27115, 7.04527], [-7.40186, 25.98356, 6.12134], [-7.72680, 24.45991, 5.35032]],
  "atomic_forces_ev_per_a": [[0.5, -1.5, 0.8], [2.2, 1.2, 0.6], [-0.1, -0.1, 0.0], [0.1, 1.5, -0.3], [-2.1, 0.1, 1.1], [3.4, 1.6, -0.3], [-3.2, -1.2, 1.3], [1.0, -0.1, -1.0], [0.8, 0.7, 0.1], [-0.4, -1.7, -0.9], [-0.9, -0.4, 0.2], [-0.2, 1.7, 2.1], [-2.0, 3.1, -1.7], [-0.4, -2.7, -2.4], [1.7, -1.2, 1.6], [-0.5, -0.6, -0.9], [0.1, 0.2, 0.4], [0.6, 0.4, 0.8], [-0.3, -0.2, 0.0], [-2.4, 1.7, -1.7], [2.9, -4.8, -2.6], [3.5, 1.0, 2.4], [-4.6, 0.7, 0.5], [0.3, 0.4, -0.1], [0.2, 0.0, 0.0], [-0.2, -0.3, 0.0], [0.0, 0.4, 0.1]]
}